# C8H18Cl3FeN2S4Si

A structure of composition C8H18Cl3FeN2S4Si at a distorted geometry (wB97M-V/def2-TZVPD, the Open Molecules 2025 dataset).

**Energy above the lowest of the compared OMol25 structures with the same formula, charge and spin**: 57.3 kJ/mol
**Total energy**: -134740.14625 eV
**LUMO level (alpha / beta)**: -3.71 / -4.34 eV
**Total charge**: +1
**Kohn-Sham gap (alpha / beta)**: 7.76 / 7.17 eV
**2S+1**: 5
**HOMO level (alpha / beta)**: -0.422 / -0.423 hartree

Last column: Mulliken charge in e.
CARTESIAN COORDINATES (ANGSTROEM)
Fe (-0.207, 0.647, -0.479)  0.649
C (4.070, 0.870, 0.292)  -0.433
C (3.813, -0.357, -0.576)  -0.727
S (2.076, -0.717, -1.061)  0.019
C (1.685, -2.236, -0.138)  -0.807
C (1.549, -2.056, 1.361)  -0.477
S (0.168, -0.943, 1.797)  -0.074
C (0.981, 0.330, 2.824)  -0.772
C (1.915, 1.285, 2.082)  0.268
S (3.641, 0.682, 2.051)  -0.140
H (3.578, 1.759, -0.095)  0.018
H (5.145, 1.054, 0.298)  0.450
H (4.187, -1.255, -0.086)  0.384
H (4.333, -0.237, -1.526)  0.508
H (2.461, -2.967, -0.366)  0.465
H (0.747, -2.575, -0.580)  0.313
H (2.454, -1.639, 1.793)  0.207
H (1.347, -3.023, 1.823)  0.490
H (1.503, -0.182, 3.632)  0.447
H (0.149, 0.884, 3.258)  0.421
H (1.916, 2.263, 2.561)  0.452
H (1.601, 1.416, 1.051)  -0.476
C (-5.667, -0.600, -0.636)  -1.059
N (-4.243, -0.890, -0.592)  -0.141
C (-3.344, -0.443, -1.453)  0.678
N (-3.715, 0.415, -2.397)  -0.334
S (-1.740, -1.032, -1.346)  -0.517
H (-6.145, -1.093, 0.204)  0.350
H (-6.117, -0.975, -1.558)  0.363
H (-5.855, 0.472, -0.551)  0.341
H (-3.897, -1.537, 0.096)  0.259
H (-4.662, 0.751, -2.463)  0.188
H (-3.045, 0.725, -3.077)  0.193
Cl (-1.178, 3.573, -3.001)  -0.195
Si (0.079, 2.205, -2.173)  0.376
Cl (-1.284, 2.123, 0.548)  -0.495
Cl (1.702, 3.301, -1.518)  -0.190

Atoms 1-2, force components in eV/Å:
Fe 0.7 -2.6 0.5
C -0.1 -0.2 0.4


# C3H5O4P

An isolated molecule of C3H5O4P at a distorted geometry (wB97M-V/def2-TZVPD, the Open Molecules 2025 dataset).

**Energy above the lowest of the compared OMol25 structures with the same formula, charge and spin**: 23.8 kJ/mol
**Total energy**: -20670.19454 eV
**LUMO level**: 0.26 eV
**SMILES**: CC(=O)P(O)C(=O)O
**Kohn-Sham gap**: 9.79 eV
**HOMO level**: -0.350 hartree

Last column: Mulliken charge in e.
CARTESIAN COORDINATES (ANGSTROEM)
C (1.138, -0.402, -0.369)  -0.999
C (-0.058, -1.100, -0.033)  0.675
O (-0.176, -2.077, 0.671)  -0.578
P (-1.698, -0.531, -0.853)  0.044
O (-2.475, -1.767, -0.282)  -0.471
C (-2.070, 0.836, 0.332)  0.651
O (-2.971, 0.786, 1.122)  -0.508
O (-1.288, 1.886, 0.063)  -0.441
H (1.981, -1.065, -0.948)  0.280
H (1.714, 0.151, 0.369)  0.316
H (0.967, 0.471, -1.132)  0.272
H (-2.029, -2.129, 0.630)  0.415
H (-1.474, 2.732, 0.603)  0.342

Atoms 1-2, force components in eV/Å:
C 4.4 2.0 -3.9
C -2.0 -0.3 0.3


# C3H6N2O

A structure of composition C3H6N2O at a distorted geometry (wB97M-V/def2-TZVPD, the Open Molecules 2025 dataset).

**Energy above the lowest of the compared OMol25 structures with the same formula, charge and spin**: 436.2 kJ/mol
**Total energy**: -8232.17753 eV
**LUMO level**: -0.01 eV
**Kohn-Sham gap**: 8.88 eV
**HOMO level**: -0.327 hartree

Last column: Mulliken charge in e.
CARTESIAN COORDINATES (ANGSTROEM)
C (1.780, 0.139, 0.798)  -0.887
N (0.689, 0.918, 0.256)  -0.461
C (-0.303, 0.262, -0.219)  0.602
N (-0.477, -1.093, -0.336)  -0.438
C (-1.383, 1.121, -0.729)  -0.534
O (-2.486, 0.475, -1.093)  -0.304
H (2.220, -0.522, 0.037)  0.342
H (2.561, 0.807, 1.168)  0.263
H (1.454, -0.494, 1.639)  0.307
H (-1.422, -1.377, -0.557)  0.231
H (0.026, -1.703, 0.287)  0.232
H (-2.658, 1.466, -1.250)  0.647

Atoms 1-2, force components in eV/Å:
C 0.2 -0.1 0.1
N -0.2 -0.4 -0.1


# C6H9N2

A cluster of 2 separate species, C6H9N2 in total at a distorted geometry (wB97M-V/def2-TZVPD, the Open Molecules 2025 dataset).

**Energy above the lowest of the compared OMol25 structures with the same formula, charge and spin**: 222.3 kJ/mol
**Total energy**: -9339.94898 eV
**LUMO level**: -3.36 eV
**Total charge**: +1
**Kohn-Sham gap**: 9.38 eV
**HOMO level**: -0.468 hartree

Last column: Mulliken charge in e.
CARTESIAN COORDINATES (ANGSTROEM)
C (-2.695, 4.308, -2.577)  -0.177
C (-3.770, 3.745, -2.644)  0.064
C (-5.062, 3.069, -2.724)  -1.080
H (-1.742, 4.807, -2.518)  0.364
H (-5.513, 2.983, -1.720)  0.282
H (-4.939, 2.055, -3.142)  0.280
H (-5.752, 3.635, -3.372)  0.291
C (-1.089, -0.282, 1.861)  -0.301
C (-1.682, 0.877, 1.434)  -0.184
C (-0.910, -0.198, -0.355)  -0.116
N (-0.626, -0.917, 0.735)  -0.040
N (-1.553, 0.896, 0.067)  0.026
H (-0.965, -0.695, 2.862)  0.381
H (-2.176, 1.674, 1.988)  0.386
H (-0.665, -0.453, -1.386)  0.365
H (-0.127, -1.825, 0.718)  0.259
H (-1.899, 1.644, -0.561)  0.199

Atoms 1-2, force components in eV/Å:
C -0.9 -0.7 0.1
C 1.4 0.6 0.2


# C5H12O

An isolated molecule of C5H12O (wB97M-V/def2-TZVPD, the Open Molecules 2025 dataset).

**Energy above the lowest of the compared OMol25 structures with the same formula, charge and spin**: 28.9 kJ/mol
**Total energy**: -7427.01232 eV
**LUMO level**: 0.96 eV
**SMILES**: CC(C)CCO
**Kohn-Sham gap**: 11.20 eV
**HOMO level**: -0.376 hartree

Last column: Mulliken charge in e.
CARTESIAN COORDINATES (ANGSTROEM)
C (-1.184, 0.831, -0.963)  -1.415
C (-0.633, -0.365, -0.183)  0.811
C (-1.727, -1.020, 0.658)  -1.565
C (0.575, 0.028, 0.674)  -0.699
C (1.811, 0.334, -0.165)  -0.495
O (2.966, 0.093, 0.619)  -0.507
H (-0.410, 1.322, -1.565)  0.359
H (-1.593, 1.580, -0.273)  0.333
H (-1.989, 0.527, -1.642)  0.385
H (-0.282, -1.113, -0.910)  0.174
H (-2.166, -0.303, 1.363)  0.322
H (-1.326, -1.859, 1.237)  0.382
H (-2.534, -1.403, 0.022)  0.399
H (0.322, 0.888, 1.311)  0.289
H (0.837, -0.797, 1.348)  0.336
H (1.793, 1.376, -0.522)  0.250
H (1.806, -0.316, -1.056)  0.334
H (3.734, 0.196, 0.045)  0.306

Atoms 1-2, force components in eV/Å:
C 0.0 0.1 0.0
C 0.0 0.0 0.0


# C6H10

A cluster of 2 separate species, C6H10 in total (wB97M-V/def2-TZVPD, the Open Molecules 2025 dataset).

**Energy above the lowest of the compared OMol25 structures with the same formula, charge and spin**: 383.2 kJ/mol
**Total energy**: -6379.88753 eV
**LUMO level**: 1.12 eV
**SMILES**: C1=C2C[C@H]2CC1.[H][H]
**Kohn-Sham gap**: 9.31 eV
**HOMO level**: -0.301 hartree

Last column: Mulliken charge in e.
CARTESIAN COORDINATES (ANGSTROEM)
C (0.613, -1.106, 0.367)  -0.540
C (-0.565, -0.513, 0.154)  0.278
C (-1.488, 0.491, 0.717)  -0.722
C (-0.508, 0.834, -0.425)  -0.046
C (0.976, 1.220, -0.348)  -0.818
C (1.739, -0.111, 0.048)  -0.432
H (0.783, -2.034, 0.923)  0.369
H (-1.199, 0.778, 1.727)  0.217
H (-2.563, 0.552, 0.513)  0.248
H (-1.023, 0.980, -1.380)  0.303
H (1.301, 1.584, -1.330)  0.273
H (1.162, 2.032, 0.366)  0.283
H (2.245, 0.036, 1.020)  0.234
H (2.507, -0.421, -0.683)  0.338
H (-2.201, -2.514, -0.801)  0.236
H (-1.829, -1.881, -0.826)  -0.221

Atoms 1-2, force components in eV/Å:
C -0.2 0.3 0.1
C 0.4 -0.1 0.0


# CNO2S2

The ion CNO2S2 with charge -1 at a distorted geometry (wB97M-V/def2-TZVPD, the Open Molecules 2025 dataset).

**Energy above the lowest of the compared OMol25 structures with the same formula, charge and spin**: 145.7 kJ/mol
**Total energy**: -28292.89597 eV
**LUMO level**: 3.44 eV
**Total charge**: -1
**SMILES**: O=C([O-])n1ss1
**Kohn-Sham gap**: 7.46 eV
**HOMO level**: -0.148 hartree

Last column: Mulliken charge in e.
CARTESIAN COORDINATES (ANGSTROEM)
O (1.034, 1.140, -0.263)  -0.613
C (0.677, 0.001, -0.133)  0.626
O (1.099, -1.116, -0.269)  -0.613
N (-0.880, -0.046, 0.518)  -0.068
S (-2.157, 0.861, -0.182)  -0.169
S (-1.989, -1.158, -0.190)  -0.163

Atoms 1-2, force components in eV/Å:
O 0.4 1.2 -0.1
C -1.7 0.0 0.2


# C36H63IN8O15S

A cluster of 8 separate species, C36H63IN8O15S in total at a distorted geometry (wB97M-V/def2-TZVPD, the Open Molecules 2025 dataset).

**Total energy**: -99900.47949 eV
**LUMO level**: -0.14 eV
**SMILES**: CCCCc1cc(CCCI)c2c(c1)Nc1ccc(CCCCCCCCCOC)cc1S2.C[N+](=O)[O-].C[N+](=O)[O-].C[N+](=O)[O-].C[N+](=O)[O-].C[N+](=O)[O-].C[N+](=O)[O-].C[N+](=O)[O-]
**Kohn-Sham gap**: 7.74 eV
**HOMO level**: -0.290 hartree

Last column: Mulliken charge in e.
CARTESIAN COORDINATES (ANGSTROEM)
C (2.163, 0.761, 1.096)  0.493
C (2.471, 1.344, 2.527)  -0.028
C (2.135, 2.901, 2.649)  0.258
C (0.755, 3.121, 3.429)  -1.388
C (-0.317, 2.351, 2.569)  0.124
C (-0.752, 2.920, 1.288)  0.065
C (-1.719, 2.156, 0.488)  0.761
C (-2.209, 2.666, -0.915)  -1.301
C (-1.061, 2.515, -2.015)  -0.235
C (0.156, 3.499, -1.791)  -0.496
I (1.054, 4.164, -3.665)  0.022
C (-2.207, 0.887, 1.015)  0.037
C (-1.795, 0.316, 2.312)  -0.192
C (-0.821, 1.096, 3.104)  -0.811
N (-2.312, -0.964, 2.819)  0.168
C (-2.257, -2.002, 1.824)  0.171
C (-1.733, -3.352, 2.133)  -0.780
C (-1.649, -4.377, 1.103)  -1.066
C (-2.063, -4.166, -0.295)  0.823
C (-1.921, -5.277, -1.403)  -1.088
C (-1.670, -4.668, -2.842)  -0.805
C (-0.135, -4.427, -3.156)  -0.375
C (0.213, -2.935, -3.563)  -0.434
C (1.710, -2.544, -3.240)  -0.939
C (2.130, -2.809, -1.734)  -0.022
C (3.523, -2.134, -1.387)  -0.507
C (4.287, -2.914, -0.222)  -0.797
C (3.810, -2.434, 1.195)  0.240
O (4.250, -3.323, 2.248)  -0.475
C (3.791, -2.737, 3.484)  -0.343
C (-2.623, -2.839, -0.591)  -0.237
C (-2.710, -1.817, 0.436)  0.408
S (-3.378, -0.154, 0.066)  -0.484
H (1.572, -0.195, 1.109)  -0.156
H (1.563, 1.487, 0.483)  -0.761
H (3.088, 0.548, 0.489)  0.194
H (1.890, 0.825, 3.342)  0.307
H (3.576, 1.215, 2.698)  -0.009
H (1.909, 3.222, 1.594)  -0.447
H (2.980, 3.479, 3.096)  0.389
H (0.526, 4.209, 3.534)  0.443
H (0.889, 2.607, 4.423)  0.330
H (-0.308, 3.887, 0.970)  0.436
H (-2.594, 3.720, -0.849)  0.426
H (-3.069, 2.056, -1.306)  0.381
H (-0.740, 1.437, -2.099)  0.169
H (-1.578, 2.742, -2.993)  0.462
H (-0.202, 4.364, -1.170)  0.285
H (0.948, 2.925, -1.246)  -0.062
H (-0.482, 0.662, 4.075)  0.176
H (-1.828, -1.216, 3.679)  0.360
H (-1.415, -3.529, 3.188)  0.378
H (-1.244, -5.374, 1.407)  0.336
H (-0.968, -5.826, -1.144)  0.331
H (-2.737, -6.040, -1.363)  0.431
H (-2.211, -3.708, -3.023)  0.383
H (-2.104, -5.409, -3.574)  0.414
H (0.082, -5.040, -4.081)  0.283
H (0.555, -4.823, -2.368)  0.212
H (-0.460, -2.175, -3.090)  0.201
H (0.096, -2.816, -4.680)  0.331
H (2.455, -2.980, -3.964)  0.295
H (1.787, -1.423, -3.382)  0.310
H (1.323, -2.469, -1.036)  0.130
H (2.284, -3.916, -1.644)  0.128
H (4.130, -2.163, -2.337)  0.450
H (3.383, -1.054, -1.123)  0.119
H (5.381, -2.743, -0.364)  0.322
H (3.995, -3.990, -0.330)  0.333
H (2.683, -2.335, 1.195)  0.052
H (4.209, -1.410, 1.437)  0.141
H (3.264, -3.494, 4.127)  0.254
H (4.685, -2.358, 4.059)  0.181
H (3.130, -1.855, 3.290)  0.060
H (-2.985, -2.547, -1.608)  0.229
C (2.399, 2.554, -7.553)  -0.758
N (2.035, 3.977, -7.318)  0.851
O (2.750, 4.624, -6.574)  -0.489
O (1.045, 4.392, -7.888)  -0.528
H (3.296, 2.324, -6.985)  0.308
H (1.565, 1.943, -7.220)  0.309
H (2.576, 2.433, -8.619)  0.306
C (5.099, 5.515, 0.914)  -0.738
N (3.646, 5.478, 0.603)  0.881
O (3.211, 4.471, 0.077)  -0.467
O (2.994, 6.461, 0.899)  -0.560
H (5.548, 4.578, 0.598)  0.280
H (5.529, 6.353, 0.371)  0.298
H (5.201, 5.648, 1.989)  0.296
C (-5.242, 0.750, 4.158)  -0.635
N (-5.635, 2.166, 4.392)  0.927
O (-4.967, 2.812, 5.174)  -0.537
O (-6.604, 2.577, 3.779)  -0.531
H (-4.370, 0.524, 4.764)  0.279
H (-6.085, 0.124, 4.444)  0.337
H (-5.012, 0.643, 3.099)  0.156
C (0.641, -1.205, -9.858)  -0.704
N (1.853, -0.901, -9.051)  0.812
O (1.689, -0.343, -7.981)  -0.486
O (2.922, -1.233, -9.520)  -0.503
H (-0.235, -0.854, -9.319)  0.312
H (0.742, -0.687, -10.809)  0.286
H (0.602, -2.283, -9.999)  0.280
C (-4.292, -5.195, 4.563)  -0.712
N (-4.687, -3.777, 4.780)  0.944
O (-4.016, -3.121, 5.557)  -0.542
O (-5.654, -3.377, 4.163)  -0.529
H (-3.420, -5.412, 5.173)  0.301
H (-5.133, -5.819, 4.856)  0.298
H (-4.062, -5.313, 3.505)  0.247
C (-9.357, 3.596, 2.270)  -0.663
N (-10.162, 3.701, 1.024)  0.860
O (-10.571, 4.804, 0.711)  -0.522
O (-10.353, 2.672, 0.404)  -0.524
H (-9.268, 4.583, 2.714)  0.315
H (-9.878, 2.917, 2.941)  0.268
H (-8.379, 3.206, 1.999)  0.269
C (6.711, 0.922, 4.571)  -0.756
N (6.182, 2.227, 4.091)  0.881
O (5.933, 2.328, 2.904)  -0.476
O (6.036, 3.100, 4.923)  -0.543
H (6.788, 0.244, 3.726)  0.298
H (7.689, 1.106, 5.010)  0.319
H (6.012, 0.538, 5.312)  0.291

Atoms 1-2, force components in eV/Å:
C -0.3 -0.1 -0.5
C 0.4 0.6 0.0